Entry from OMol25: a single C6H8O2S molecule in a non-equilibrium geometry (ωB97M-V/def2-TZVPD).

The geometry in ORCA input format:
```
! wB97M-V def2-TZVPD RIJCOSX def2/J DEFGRID3
* xyz 0 1
O -3.613 -0.125 -0.735
C -2.828 0.068 0.298
C -1.557 0.197 0.304
C -0.367 0.754 0.335
C 0.898 -0.050 0.510
C 0.429 -1.301 -0.238
S 0.085 -2.664 0.573
C 1.994 0.689 -0.264
O 3.264 0.337 0.184
H -3.146 0.070 -1.488
H -3.312 -0.232 1.247
H -0.348 1.834 0.156
H 1.251 -0.170 1.508
H 0.298 -1.081 -1.272
H 1.826 0.528 -1.390
H 1.708 1.722 0.060
H 3.418 -0.575 0.212
*
```

Results
HOMO level: -8.6471 eV
calculated total energy: -21277.8765 eV
max |F|: 3.59 eV/A
SMILES string: OC=C=C[C@@H](C=S)CO
LUMO: -0.16 eV
relative energy (zero: lowest compared OMol25 entry of this formula, charge and spin): 252.1 kJ/mol
orbital gap: 0.31195 hartree

---

Entry from OMol25: C6H8O3 as an isolated structure in a non-equilibrium geometry (ωB97M-V/def2-TZVPD).

The geometry in ORCA input format:
```
! wB97M-V def2-TZVPD RIJCOSX def2/J DEFGRID3
* xyz 0 1
C -0.747 -0.227 1.462
C -0.120 -0.030 0.115
C -1.049 -0.361 -1.115
C 2.150 -0.446 -0.198
C 1.912 1.071 -0.347
C 0.546 1.274 -0.125
H 0.007 0.060 2.195
H -1.802 0.504 1.545
H -1.370 -1.412 1.643
H -0.815 -1.348 -1.516
H -0.753 0.585 -1.995
H -2.319 -1.131 -0.373
H 2.733 1.622 -0.462
H -0.055 2.266 0.133
O -2.425 -0.359 -0.716
O 0.934 -1.055 0.072
O 3.172 -1.011 -0.318
*
```

Results
HOMO level: -10.2886 eV
calculated total energy: -12490.2885 eV
max |F|: 8.91 eV/A
LUMO: 0.24 eV
relative energy (zero: lowest compared OMol25 entry of this formula, charge and spin): 369.0 kJ/mol
orbital gap: 0.38684 hartree

---

Entry from OMol25: a single C6H8O3S molecule in a non-equilibrium geometry (ωB97M-V/def2-TZVPD).

The geometry in ORCA input format:
```
! wB97M-V def2-TZVPD RIJCOSX def2/J DEFGRID3
* xyz 0 1
C 0.534 0.242 0.512
C -2.402 0.710 0.158
C -0.089 1.506 -0.134
C -1.589 1.697 0.155
C 1.397 -0.593 -0.330
C 2.244 -1.581 0.375
O 0.464 0.229 1.719
O -1.786 -2.028 0.177
O -1.477 -0.724 -1.862
S -1.467 -0.788 -0.446
H 0.428 2.437 0.235
H -0.038 1.444 -1.188
H -3.459 0.653 0.061
H -1.891 2.746 0.446
H 1.579 -0.459 -1.370
H 3.110 -1.056 0.761
H 2.509 -2.261 -0.515
H 1.935 -2.174 1.245
*
```

Results
HOMO level (alpha / beta): -8.8143 / -9.0496 eV
calculated total energy: -23324.4686 eV
max |F|: 4.07 eV/A
LUMO (alpha / beta): -1.27 / -1.74 eV
relative energy (zero: lowest compared OMol25 entry of this formula, charge and spin): 427.2 kJ/mol
orbital gap (alpha / beta): 0.27719 / 0.26845 hartree

---

Entry from OMol25: a single C6H8O4 molecule in a non-equilibrium geometry (ωB97M-V/def2-TZVPD).

The geometry in ORCA input format:
```
! wB97M-V def2-TZVPD RIJCOSX def2/J DEFGRID3
* xyz 0 1
C 3.275 -0.119 1.387
C 1.834 0.411 1.377
O 1.630 1.341 2.224
C 0.790 -0.176 0.652
C -0.474 0.418 0.709
O -0.896 1.393 1.348
O -1.533 0.108 -0.405
C -1.783 -0.543 -1.681
C -2.864 -0.544 -2.567
O -3.981 0.190 -2.513
H 3.148 -1.195 1.700
H 3.761 0.613 1.950
H 3.628 -0.162 0.363
H 0.728 1.688 2.104
H 0.784 -1.052 0.186
H -1.154 -1.376 -1.963
H -2.748 -1.340 -3.320
H -4.145 0.342 -1.554
*
```

Results
HOMO level: -8.1971 eV
calculated total energy: -14538.2136 eV
max |F|: 5.17 eV/A
SMILES string: C/C(O)=C/C(=O)O/C=C\O
LUMO: 0.22 eV
relative energy (zero: lowest compared OMol25 entry of this formula, charge and spin): 364.0 kJ/mol
orbital gap: 0.30928 hartree

---

Entry from OMol25: C6H8O4Ru as an isolated structure in a non-equilibrium geometry (ωB97M-V/def2-TZVPD).

The geometry in ORCA input format:
```
! wB97M-V def2-TZVPD RIJCOSX def2/J DEFGRID3
* xyz 1 6
O 1.945 0.177 -0.889
C 2.344 -0.048 0.273
C 3.450 0.050 0.997
H 0.730 -0.623 1.036
H 4.178 0.831 0.770
H 3.851 -0.852 1.461
O -0.378 1.960 -1.628
C -1.267 2.236 -0.717
C -1.579 1.375 0.288
O -1.286 0.066 -0.057
C -0.867 -0.972 0.706
C -0.851 -2.120 -0.291
O -0.261 -1.757 -1.479
Ru 0.192 0.082 -1.780
H -1.578 3.285 -0.606
H -2.299 1.514 1.090
H -1.468 -1.120 1.613
H -1.916 -2.392 -0.468
H -0.359 -2.967 0.235
*
```

Results
HOMO level (alpha / beta): -11.7100 / -12.5281 eV
calculated total energy: -17106.0760 eV
max |F|: 5.37 eV/A
⟨S²⟩: 8.80
LUMO (alpha / beta): -6.14 / -7.62 eV
relative energy (zero: lowest compared OMol25 entry of this formula, charge and spin): 364.3 kJ/mol
orbital gap (alpha / beta): 0.20460 / 0.18054 hartree

---

Entry from OMol25: C6H8O6Zn as an isolated structure in a non-equilibrium geometry (ωB97M-V/def2-TZVPD).

The geometry in ORCA input format:
```
! wB97M-V def2-TZVPD RIJCOSX def2/J DEFGRID3
* xyz -1 2
O 2.028 0.500 1.031
C 0.140 -1.712 1.064
C 2.620 -0.167 -0.012
O -0.150 -2.529 1.907
O 1.037 -2.008 0.144
C 1.644 -1.065 -0.763
H 3.458 -0.802 0.347
H 3.060 0.506 -0.780
H 2.165 -1.687 -1.501
H 0.856 -0.502 -1.271
H -2.173 2.466 -1.028
O -0.719 0.297 1.989
O -0.402 1.576 -0.396
C -1.649 1.492 -0.978
C -2.508 0.553 -0.140
O -1.686 -0.600 0.122
C -0.670 -0.399 0.958
H -1.549 1.053 -1.991
H -3.374 0.183 -0.698
H -2.806 1.031 0.803
Zn 0.680 1.814 1.192
*
```

Results
HOMO level (alpha / beta): -1.9093 / -5.2498 eV
calculated total energy: -67054.1050 eV
max |F|: 3.80 eV/A
⟨S²⟩: 0.75
LUMO (alpha / beta): 3.33 / 3.29 eV
orbital gap (alpha / beta): 0.19254 / 0.31393 hartree